The following is a DFT calculation (the ωB97M-V functional and the def2-TZVPD basis) of an isolated ion of composition C3H6N and charge +1 in a non-equilibrium geometry.

Bonds (Å) are listed after each position.
Positions of all 10 atoms, in Å:
1 C 1.2243 -0.0821 -1.0719  C2 1.313, H5 1.081, H6 1.084
2 C 0.8653 -0.0408 0.1903  C1 1.313, N3 1.457, H7 1.082
3 N -0.4965 -0.3043 0.6367  C2 1.457, C4 1.268, H8 1.016
4 C -1.4784 0.4061 0.2635  N3 1.268, H9 1.090, H10 1.085
5 H 0.5846 -0.2800 -1.9207  C1 1.081
6 H 2.2433 0.1165 -1.3833  C1 1.084
7 H 1.4936 0.1888 1.0411  C2 1.082
8 H -0.5821 -1.0263 1.3470  N3 1.016
9 H -2.4571 0.4638 0.7404  C4 1.090
10 H -1.3140 1.3089 -0.3162  C4 1.085

As for the spin multiplicity: 1. The value obtained for the calculated total energy is -4689.690 eV. The LUMO energy is -0.20835 Ha. The SMILES is C=C[NH+]=C. The value obtained for the HOMO-LUMO gap is 10.143 eV. The calculation puts the molecular weight at 56.1 g mol⁻¹. Its charge is +1.